{"formula": "C28H24CeI2N4O4", "method": "the ωB97M-V functional and the def2-TZVPD basis", "symbols": ["Ce", "O", "C", "C", "C", "C", "C", "C", "C", "O", "N", "N", "C", "C", "C", "C", "C", "C", "C", "O", "H", "H", "H", "H", "H", "H", "H", "H", "H", "H", "I", "C", "C", "C", "I", "C", "O", "C", "C", "N", "C", "C", "C", "C", "C", "C", "N", "C", "H", "H", "H", "H", "H", "H", "H", "H", "H", "H", "H", "C", "H", "H", "H"], "xyz": [[-4.34522, -17.50181, -0.21306], [-0.10712, -21.21136, -0.10947], [-0.23945, -20.73318, -1.35923], [0.86750, -20.91511, -2.22332], [0.85564, -20.43555, -3.49193], [-0.20384, -19.66423, -3.96112], [-1.31099, -19.45645, -3.16893], [-1.37715, -20.06005, -1.86264], [-2.51999, -19.77423, -0.98223], [-3.56040, -19.15788, -1.52912], [-2.52118, -20.12827, 0.25951], [-3.62103, -19.65833, 0.94038], [-4.08700, -20.36270, 1.89792], [-5.27077, -19.95319, 2.65228], [-5.67266, -20.68316, 3.81018], [-6.72008, -20.27466, 4.57609], [-7.40198, -19.07024, 4.34745], [-7.09855, -18.40933, 3.15679], [-6.09695, -18.84801, 2.28869], [-5.85759, -18.21387, 1.18033], [-0.99761, -21.23839, 0.33527], [1.77178, -21.36672, -1.72383], [1.78469, -20.56982, -4.03010], [-0.15169, -19.22155, -4.98074], [-2.13547, -18.88806, -3.49974], [-3.53889, -21.29358, 2.13918], [-5.13805, -21.57107, 4.20416], [-6.98209, -20.88323, 5.47494], [-8.12551, -18.81020, 5.06067], [-7.51580, -17.47089, 2.84572], [0.71043, -11.64979, 2.24724], [-0.64226, -13.08286, 1.50399], [-1.04106, -12.98952, 0.19395], [-1.72546, -14.00418, -0.41444], [-2.52862, -13.70144, -2.29096], [-2.02369, -15.21449, 0.31299], [-2.65352, -16.14913, -0.37736], [-1.64740, -15.23657, 1.69253], [-2.00961, -16.41776, 2.48693], [-3.44791, -16.80770, 2.41533], [-4.35810, -15.83860, 2.96731], [-4.70654, -14.64741, 2.02730], [-4.72657, -13.34516, 2.47851], [-5.03668, -12.31912, 1.62706], [-5.53455, -12.66639, 0.36969], [-5.67912, -13.99204, 0.04504], [-5.18342, -14.96172, 0.83502], [-0.94344, -14.22026, 2.26035], [-0.83537, -12.02442, -0.35128], [-1.69466, -16.36022, 3.58246], [-1.53418, -17.30263, 2.09725], [-3.57292, -17.69745, 2.81974], [-4.04069, -15.38781, 3.96303], [-5.30138, -16.32001, 3.27760], [-4.45140, -13.14269, 3.49214], [-4.94544, -11.28606, 1.94898], [-5.75225, -11.93942, -0.37654], [-6.02385, -14.31929, -0.92868], [-0.59250, -14.23925, 3.27416], [-6.29391, -16.91692, -1.77166], [-6.04640, -16.23992, -2.62912], [-7.03522, -16.60015, -1.06516], [-6.45537, -17.95712, -2.09943]], "lowdin_charge": [1.295, 0.047, -0.264, -0.028, -0.103, -0.095, -0.004, -0.056, -0.414, -0.210, 0.066, -0.070, -0.038, -0.119, -0.055, -0.126, -0.052, -0.014, -0.357, -0.246, 0.093, 0.137, 0.105, 0.114, 0.098, 0.144, 0.122, 0.114, 0.087, 0.113, 0.834, -0.725, -0.268, -0.638, 0.976, -0.354, -0.328, -0.173, -0.121, -0.062, -0.125, -0.242, -0.023, -0.032, -0.052, -0.114, 0.086, -0.111, 0.097, 0.151, 0.126, 0.089, 0.140, 0.119, 0.112, 0.118, 0.101, 0.100, 0.097, -0.110, 0.034, -0.002, 0.020], "orbital_gap_ev": [7.9, 6.4], "charge": 0, "relative_energy_kcal_mol": 17.59, "molar_mass_g_mol": 874.45, "e_tot_ev": -72707.2739}